The following is a quantum chemistry calculation of a 2-piece molecular cluster, C7H14N2 overall, from the OMol25 dataset.

Geometry as XYZ:
```
23
Properties=species:S:1:pos:R:3
H 1.8949 -1.6467 -1.4483
N 1.7086 -0.6486 -1.3794
C 2.3808 -0.0341 -0.5008
C 2.2943 1.4522 -0.3350
N 3.3389 -0.6456 0.3024
H 2.0814 1.7096 0.7016
H 3.2372 1.9258 -0.6032
H 1.4882 1.8309 -0.9537
H 3.4904 -1.6385 0.2235
H 3.8915 -0.1049 0.9464
C -1.6225 1.7559 -0.1850
C -1.1800 0.5068 -0.2823
C -1.7791 -0.7009 0.3724
C -1.3596 -1.9264 0.0398
C -3.1254 -0.5058 1.0141
H -0.9697 2.6065 -0.2997
H -2.6501 2.0192 0.0076
H -0.3043 0.2800 -0.8763
H -0.4083 -2.0999 -0.4328
H -1.9709 -2.8011 0.1928
H -3.0568 0.1972 1.8430
H -3.8335 -0.0805 0.3038
H -3.5459 -1.4512 1.3492
```

The energy above the lowest of the compared OMol25 structures with the same formula, charge and spin comes out at 40.1 kcal/mol. Its SMILES is [H]/N=C(/C)N.C=CC(=C)C.

The following is a quantum chemistry calculation of a 2-piece molecular cluster, C7H14N2 overall, from the OMol25 dataset.

Geometry as XYZ:
```
23
Properties=species:S:1:pos:R:3
C 1.4600 0.5529 3.2768
C 0.9171 1.5823 2.3793
C 0.8455 1.1007 0.9599
C 1.5200 0.1008 0.1430
N 0.9469 0.1520 -1.0810
C 0.2572 1.3766 -1.1510
N 0.0616 1.8809 0.1202
H 2.4464 0.1899 2.8174
H 0.8664 -0.3345 3.4733
H 1.6907 0.7693 4.2844
H -0.0536 1.9103 2.8317
H 1.5013 2.4563 2.6010
H 2.2545 -0.5778 0.3349
H 1.2712 -0.4107 -1.8639
H -0.1125 1.9625 -1.9402
C -2.2916 -0.8858 -2.2171
C -1.7839 -2.2302 -2.0351
H -1.8634 -0.0858 -1.5267
H -1.8849 -0.3850 -3.1261
H -3.4103 -0.9439 -2.1990
H -1.4506 -2.9020 -2.9186
H -2.3411 -2.9685 -1.5625
H -0.8470 -2.3102 -1.6008
```

The energy above the lowest of the compared OMol25 structures with the same formula, charge and spin comes out at 53.2 kcal/mol. Its SMILES is CCc1c[nH]cn1.CC.

The following is a quantum chemistry calculation of a single C7H14N2O2 molecule, from the OMol25 dataset.

Geometry as XYZ:
```
25
Properties=species:S:1:pos:R:3
C 2.2106 -0.7324 -0.4060
C -1.3915 0.0668 0.6617
C -2.0818 -0.7073 -0.5410
C 0.9271 0.0529 -0.0193
C 1.1519 2.4985 0.4414
C 0.1358 -1.7382 1.4172
C 0.7784 1.4260 -0.6396
N -0.0285 -0.4017 0.7426
N -1.0798 -0.5829 -1.5966
O 1.6724 -1.1189 -1.4763
O 3.2080 -0.9396 0.2634
H -1.3434 1.2024 0.5366
H -1.8945 -0.1856 1.5710
H -2.3783 -1.6727 -0.0767
H -3.0486 -0.1931 -0.8379
H 2.0275 2.1012 0.9003
H 0.3740 2.5848 1.2551
H 1.1428 3.4660 0.0453
H -0.5199 -1.6758 2.3442
H -0.3733 -2.4882 0.6842
H 1.1516 -1.7316 1.5031
H 1.5371 1.4398 -1.5506
H -0.2629 1.6222 -1.0641
H -0.4731 -1.4490 -1.5997
H -1.4416 -0.8437 -2.5584
```

The energy above the lowest of the compared OMol25 structures with the same formula, charge and spin comes out at 44.1 kcal/mol.

The following is a quantum chemistry calculation of a single C7H14N2O3S molecule, from the OMol25 dataset.

Geometry as XYZ:
```
27
Properties=species:S:1:pos:R:3
C 0.3736 3.2701 1.1204
S -1.4342 3.4231 0.8276
C -1.7313 1.6064 0.5206
C -1.0322 0.9180 -0.6853
C -1.2193 -0.6443 -0.6405
N -0.7157 -1.4104 0.5154
C 0.5761 -1.2157 1.0369
O 0.7257 -1.0628 2.3546
C 1.7615 -1.2716 0.0766
N 2.2567 -2.7296 -0.1366
C -0.9864 -1.1250 -2.2710
O -1.8390 -0.8925 -3.2303
O -0.0135 -2.1605 -2.4350
H 1.1544 2.5729 0.6031
H 0.6726 4.4049 0.8120
H 0.8487 2.8798 2.2208
H -2.7331 1.4204 0.6640
H -1.5556 1.2994 1.5602
H -1.4284 1.2960 -1.6554
H 0.1237 1.0195 -0.6616
H -2.2867 -0.9224 -0.4738
H -1.5017 -1.2232 1.3580
H 2.4974 -0.7337 0.6930
H 1.4535 -0.3738 -0.6613
H 2.7140 -3.0852 0.7744
H 3.1191 -2.8443 -0.8009
H 0.2004 -2.4157 -1.4859
```

The energy above the lowest of the compared OMol25 structures with the same formula, charge and spin comes out at 131.0 kcal/mol. Its SMILES is CSCC[C@H](NC(=O)CN)C(=O)O.

Kohn-Sham gap across the listed records, respectively: 9.17; 8.98; 9.57; 9.18 eV.
M across the listed records, respectively: 126.2; 126.2; 158.2; 206.3 g mol⁻¹.
Max |F| across the listed records, respectively: 2.55; 5.18; 5.16; 7.60 eV Å⁻¹.